(1)
C40H35KN11O2S3 | wB97M-V/def2-TZVPD

```
92
Properties=species:S:1:pos:R:3:mulliken_charge:R:1
K 0.076 -0.494 -0.015 1.037
S 2.053 -2.515 0.990 -0.449
S 1.681 -1.680 -2.286 -0.410
S 2.872 1.788 4.371 -0.402
O -5.191 -5.944 -1.069 -0.509
O -3.952 -4.810 5.092 -0.520
N 1.958 1.428 -0.939 0.246
N 3.035 1.623 -2.909 -0.774
N 1.094 1.038 2.616 0.388
N -1.851 -2.308 -0.618 0.894
N -1.551 -1.712 1.982 0.366
N -2.520 1.544 0.323 0.746
N -0.464 3.286 0.168 0.182
N 3.208 0.074 2.298 0.072
N 3.902 1.402 -1.905 0.305
N -0.495 1.330 -2.313 0.814
N -0.627 2.008 -5.012 -0.669
C 3.397 -2.382 -0.160 -0.275
C -1.713 1.672 -4.317 -0.571
C -0.861 2.320 3.386 0.144
C 0.521 1.997 -4.353 -0.529
C -2.826 2.867 0.243 0.572
C -1.362 3.232 4.299 -0.769
C -2.205 -3.506 4.004 0.414
C -3.499 0.680 0.397 -0.187
C 4.696 -2.606 0.317 -0.322
C -4.153 3.346 0.251 0.863
C 4.392 -1.918 -2.317 -0.716
C 1.877 1.614 -2.284 0.131
C -2.190 -2.852 1.695 0.670
C -5.180 2.378 0.338 -0.954
C 0.778 3.389 5.403 -0.395
C -3.414 -4.407 -1.532 0.724
C -4.861 1.055 0.406 -0.804
C 5.667 -2.132 -1.816 -0.516
C 3.247 1.277 -0.742 -0.628
C 5.825 -2.482 -0.480 -0.605
C 3.230 -2.026 -1.531 0.100
C -3.348 5.598 0.079 -0.612
C -1.228 -1.468 3.244 -0.483
C -1.963 -2.556 -1.917 -0.609
C 0.475 1.936 3.467 -1.072
C 0.595 1.662 -2.999 0.047
C -1.727 3.794 0.141 0.106
C -1.646 1.335 -2.977 -0.444
C -2.019 5.141 0.059 -0.645
C 1.275 2.471 4.490 0.635
C -2.566 -4.489 5.086 -0.697
C -2.534 -3.768 2.680 -0.607
C -1.538 -2.328 4.289 -1.117
C -0.551 3.769 5.299 -0.511
C -3.273 -4.168 -0.174 -0.951
C -2.736 -3.589 -2.422 -1.271
C -2.464 -3.116 0.246 0.011
C -4.405 4.736 0.170 -1.002
C 2.332 0.855 2.958 0.035
C -4.225 -5.567 -2.040 -0.690
H -0.685 -0.550 3.424 0.155
H 3.718 1.036 0.197 0.537
H -2.251 -4.098 6.059 0.329
H 1.423 2.249 -4.895 0.505
H -1.245 -2.080 5.302 0.362
H 4.875 1.226 -2.102 0.268
H -5.624 0.291 0.467 0.499
H -4.705 -5.287 -2.983 0.322
H -5.623 -6.750 -1.368 0.299
H 4.258 -1.649 -3.358 0.399
H -1.479 1.903 2.605 0.649
H -2.535 1.063 -2.418 0.431
H 6.809 -2.666 -0.064 0.356
H -0.959 4.485 6.000 0.375
H -3.793 -4.799 0.529 0.474
H 4.800 -2.889 1.358 0.402
H -3.215 -0.359 0.457 -0.091
H -4.446 -3.983 5.064 0.330
H -2.793 -3.751 -3.491 0.396
H -3.544 -6.402 -2.246 0.290
H 2.795 -0.744 1.757 -0.397
H -5.426 5.095 0.180 0.387
H -3.530 6.664 0.014 0.381
H 1.411 3.796 6.182 0.377
H -3.032 -4.696 2.435 0.401
H -1.208 5.854 -0.019 0.414
H -2.661 1.673 -4.844 0.383
H -6.214 2.706 0.344 0.398
H 6.528 -2.037 -2.470 0.340
H -1.385 -1.919 -2.576 0.308
H -2.398 3.539 4.228 0.432
H 0.308 3.848 -0.138 0.327
H 4.051 -0.166 2.795 0.249
H -2.047 -5.434 4.922 0.304
H -0.397 2.298 -0.028 -0.376
```

## Properties
* relative energy (zero: lowest compared OMol25 entry of this formula, charge and spin): 17.46 kcal/mol
* net charge: -1
* Kohn-Sham gap: 4.7 eV

***

(2)
C40H36Br2N2O2ReS2Se | wB97M-V/def2-TZVPD

```
86
Properties=species:S:1:pos:R:3:lowdin_spin:R:1
Re -0.956 -1.169 1.628 1.500
Br -0.423 -1.625 4.035 0.040
Br -3.240 -1.658 2.754 0.019
Se -0.693 -2.946 0.019 0.216
S 1.126 -0.210 1.167 0.016
S -1.694 0.950 0.799 0.043
O -1.532 0.786 2.332 0.052
O 1.119 1.111 1.823 0.018
N -1.487 -5.530 -0.730 0.014
N -1.394 -5.477 1.428 0.014
C 0.622 3.657 -2.991 0.023
C -5.221 1.570 -0.939 0.000
C 0.273 2.413 -0.834 0.032
C -1.830 -6.788 -0.280 0.012
C -3.349 1.432 0.519 0.009
C 3.035 3.115 -1.907 0.025
C 4.935 -0.792 2.067 0.000
C -0.334 4.828 -1.109 -0.001
C 2.465 1.838 -1.916 0.014
C 3.700 -0.196 1.871 0.000
C -3.892 1.251 -0.747 0.001
C -7.466 2.362 -0.103 0.000
C -6.009 2.057 0.104 0.000
C 5.104 -2.176 1.973 -0.001
C -0.306 6.034 -1.852 0.072
C 2.746 -0.516 -2.475 0.151
C 2.616 -1.024 1.595 0.000
C 6.470 -2.800 2.083 0.000
C 4.698 2.419 -3.537 -0.008
C 0.159 6.038 -3.139 -0.011
C 2.729 -2.414 1.569 -0.002
C -1.408 -5.144 -2.158 0.002
C 4.143 3.392 -2.687 0.053
C -1.175 -5.057 2.819 0.002
C 3.110 0.820 -2.673 -0.004
C -1.253 3.543 0.713 0.065
C 0.593 4.836 -3.715 0.061
C 3.976 -2.976 1.767 0.001
C -1.774 -6.757 1.068 0.015
C -2.327 -1.399 4.459 -0.001
C 1.359 0.113 -0.612 0.089
C -0.957 4.781 0.135 0.146
C -1.230 -4.743 0.322 0.037
C 1.973 -0.863 -1.366 0.052
C 1.317 1.473 -1.085 0.043
C -0.743 2.379 0.186 0.079
C -5.414 2.244 1.362 0.002
C -4.092 1.917 1.593 0.002
C 4.188 1.149 -3.530 0.067
C 0.214 3.629 -1.655 0.015
H -2.476 -0.377 4.789 0.001
H -7.856 1.905 -1.010 0.000
H 6.620 -3.546 1.303 0.000
H -0.682 6.941 -1.395 0.002
H 2.642 3.882 -1.249 0.001
H 1.859 -3.040 1.402 0.001
H -5.663 1.435 -1.921 0.000
H 0.911 4.824 -4.752 0.003
H -8.058 2.034 0.750 0.000
H -1.776 -5.970 -2.754 0.000
H -1.970 -7.528 1.797 0.001
H -3.296 0.871 -1.572 0.000
H -2.078 -7.596 -0.950 0.001
H 3.196 -1.289 -3.088 0.005
H -6.007 2.651 2.175 0.000
H -2.024 -4.268 -2.344 0.001
H -2.648 -2.137 5.186 0.000
H -1.336 5.690 0.592 0.005
H -2.111 -4.728 3.268 0.000
H 4.626 0.374 -4.149 0.002
H 0.161 6.952 -3.719 -0.002
H -0.794 -5.902 3.383 0.000
H 4.589 4.378 -2.640 0.002
H 5.542 2.668 -4.169 -0.002
H 7.261 -2.057 2.021 0.000
H 0.933 2.746 -3.484 0.001
H 1.919 -1.899 -1.054 0.002
H 5.790 -0.170 2.305 0.000
H -1.898 3.514 1.584 0.002
H 4.086 -4.055 1.772 0.000
H 6.579 -3.323 3.036 0.000
H 3.575 0.878 1.939 0.000
H -0.437 -4.263 2.837 0.001
H -7.616 3.442 -0.183 0.000
H -3.661 2.034 2.580 0.000
H -0.377 -4.940 -2.435 0.000
```

## Properties
* relative energy (zero: lowest compared OMol25 entry of this formula, charge and spin): 3.01 kcal/mol
* net charge: +4
* Kohn-Sham gap (spin up / spin down): 6.1 / 4.7 eV
* 2S+1: 4

***

(3)
C40H36BrKN10O2 | wB97M-V/def2-TZVPD

```
90
Properties=species:S:1:pos:R:3:mulliken_charge:R:1
Br -1.235 0.056 -4.190 -0.143
K -0.521 -0.387 0.022 1.167
O -3.767 -3.106 0.454 -0.723
O -1.584 -2.553 0.458 -0.491
N -1.050 -0.096 2.704 1.128
N 0.615 3.444 -4.011 -0.031
N 0.454 2.288 1.683 0.228
N 1.809 -2.040 -1.297 -0.362
N 4.012 -2.341 -1.437 -0.059
N 0.379 2.377 -2.069 0.597
N 1.691 -0.538 1.782 1.595
N 2.451 0.579 -2.542 -0.115
N -2.090 -1.581 -2.143 0.203
N -2.909 0.732 0.721 0.459
C -4.734 -0.267 1.886 -1.164
C 3.601 -1.013 3.736 -0.940
C -5.133 0.895 -0.155 -0.950
C -2.349 4.857 -1.576 -0.859
C -2.728 -2.355 -4.324 -0.618
C -3.390 -3.431 -3.753 -0.450
C -0.428 4.081 -3.366 0.362
C 1.560 2.928 1.318 0.003
C -5.620 0.170 0.925 -0.493
C -0.954 1.216 3.329 -0.633
C 1.268 2.265 3.925 -0.900
C 2.988 -0.407 1.521 -0.472
C -2.731 -2.629 -1.601 0.394
C 1.444 -3.655 0.607 -0.249
C 1.323 -0.881 3.016 0.709
C -0.152 -1.086 3.286 -1.426
C 2.901 -1.703 -1.916 0.165
C 1.043 2.441 -3.183 -0.322
C 2.422 2.927 3.536 -0.559
C 2.959 -0.699 -3.019 -0.584
C -3.777 1.148 -0.207 -0.223
C -0.558 3.406 -2.147 0.019
C 4.270 -4.028 0.443 -1.247
C 0.312 1.956 2.966 0.203
C -1.529 3.800 -1.230 -0.318
C -2.210 5.521 -2.804 -0.390
C 2.204 -2.975 -0.344 0.495
C -3.410 -3.560 -2.376 -0.763
C 3.508 -4.686 1.387 -0.491
C 2.110 1.488 -3.615 -0.625
C -2.120 -1.471 -3.450 0.182
C 3.589 -3.170 -0.414 0.307
C -2.701 -2.781 -0.078 0.014
C 2.252 -1.131 4.020 -1.066
C 2.117 -4.503 1.465 -0.832
C 3.983 -0.635 2.459 -1.058
C -1.245 5.148 -3.721 -1.235
C 2.574 3.267 2.203 -0.808
C -2.420 -0.594 2.741 -1.575
C -3.378 0.024 1.744 0.677
H -3.116 5.184 -0.887 0.446
H -6.674 -0.066 1.003 0.396
H 3.189 3.168 4.261 0.417
H -3.939 -4.360 -1.879 0.509
H 2.994 2.046 -3.941 0.395
H -1.618 3.287 -0.281 0.673
H 3.993 -0.586 -3.360 0.321
H 2.375 -1.084 -3.869 0.407
H -0.425 -2.053 2.852 0.310
H -3.890 -4.156 -4.384 0.413
H 1.559 -5.046 2.218 0.475
H 0.371 -3.509 0.656 0.663
H -1.138 5.662 -4.667 0.413
H -1.035 1.136 4.427 0.225
H 5.342 -4.171 0.381 0.422
H -5.785 1.245 -0.942 0.452
H 1.114 1.971 4.955 0.403
H -5.069 -0.865 2.723 0.464
H 1.625 0.424 -1.973 0.003
H -2.686 -2.199 -5.391 0.450
H 3.992 -5.362 2.080 0.387
H 3.240 -0.110 0.507 0.205
H 0.980 3.654 -4.923 0.213
H -2.855 -0.500 3.750 0.464
H 1.914 -1.412 5.010 0.524
H 5.024 -0.521 2.191 0.542
H -1.798 1.809 2.973 0.495
H 4.342 -1.207 4.500 0.428
H 1.641 3.168 0.263 0.215
H -2.400 -1.659 2.493 0.502
H 4.951 -2.216 -1.768 0.221
H -3.354 1.702 -1.039 0.417
H -2.872 6.344 -3.037 0.377
H -0.293 -1.163 4.378 0.224
H 3.457 3.781 1.849 0.440
H 1.727 0.949 -4.498 0.359
```

## Properties
* relative energy (zero: lowest compared OMol25 entry of this formula, charge and spin): 14.23 kcal/mol
* Kohn-Sham gap: 8.4 eV